Density functional theory data (ωB97M-V/def2-TZVPD) for C5H6N as an isolated structure in a non-equilibrium geometry.

LUMO	-0.144	Eh
strongest force on any atom	0.0996	Eh/bohr
frontier orbital gap	10.121	eV
HOMO level	-14.04	eV
calculated total energy	-248.3235	Ha

ORCA input file:
```
! wB97M-V def2-TZVPD RIJCOSX def2/J DEFGRID3
* xyz 1 1
C 0.55495 -0.52950 1.70922
C 1.23460 0.48998 1.42895
C -0.03146 -0.25694 -0.84927
C -0.00527 -0.84074 -1.99017
C -1.13331 0.94877 0.27943
N 0.13202 0.19166 0.47110
H 0.36101 -1.29423 2.36215
H 1.98318 1.15872 1.67436
H 0.83341 -1.53531 -2.37245
H -0.75625 -0.57763 -2.75514
H -1.17024 1.95836 -0.28565
H -2.00262 0.28686 0.32748
*
```

Charges per atom according to natural (NBO) partitioning, unit e: 0.06, 0.07, 0.23, -0.38, -0.28, -0.31, 0.27, 0.28, 0.27, 0.27, 0.28, 0.24

***

Density functional theory data (ωB97M-V/def2-TZVPD) for a 3-piece molecular cluster, C2H10NO2 overall in a non-equilibrium geometry.

LUMO	-0.119	Eh
strongest force on any atom	0.0359	Eh/bohr
frontier orbital gap	12.026	eV
HOMO level	-15.25	eV
calculated total energy	-287.1611	Ha

ORCA input file:
```
! wB97M-V def2-TZVPD RIJCOSX def2/J DEFGRID3
* xyz 1 1
C -1.24543 0.11391 0.32274
C -2.25217 0.11811 -0.53398
N 0.10295 -0.28333 -0.07844
H -1.33210 0.52965 1.31378
H -3.26218 0.34638 -0.22053
H -2.17404 0.06948 -1.61596
H 0.08802 -0.91529 -0.86549
H 0.67387 0.56750 -0.24217
H 0.56709 -0.69191 0.74190
H 3.23408 -2.27923 1.33228
H 2.59358 -3.46287 0.74604
O 2.42341 -2.53250 0.90023
H -0.72343 2.59653 -1.10688
H 0.67138 3.04928 -1.14797
O 0.05760 2.61866 -0.53694
*
```

Charges per atom according to natural (NBO) partitioning, unit e: -0.07, -0.35, -0.70, 0.24, 0.25, 0.22, 0.45, 0.47, 0.46, 0.48, 0.49, -0.97, 0.48, 0.49, -0.95

***

Density functional theory data (ωB97M-V/def2-TZVPD) for C14H28Cl2MoO2Si as an isolated structure in a non-equilibrium geometry.

LUMO (alpha / beta)	0.186 / 0.186	Eh
strongest force on any atom	0.0340	Eh/bohr
frontier orbital gap (alpha / beta)	3.594 / 3.756	eV
HOMO level (alpha / beta)	1.48 / 1.32	eV
calculated total energy	-1978.7966	Ha

ORCA input file:
```
! wB97M-V def2-TZVPD RIJCOSX def2/J DEFGRID3
* xyz -2 3
C -0.27302 -3.48075 -0.60989
C 0.40523 -2.70312 -1.62268
C -0.43023 -1.58436 -1.99001
C 1.76993 -2.99316 -2.14277
C -1.61336 -1.62751 -1.18229
C -1.57198 -2.83949 -0.35530
C -2.43399 -3.07528 0.76845
C 0.27075 -4.72893 0.00412
C -0.15974 -0.60195 -3.07280
C -2.72593 -0.62992 -1.23202
Mo 0.09912 -1.46009 0.23733
Cl 2.00126 -0.00732 -0.66293
Cl -0.03656 0.08970 2.20157
O -1.28433 2.79525 0.11631
H 2.46796 -3.22145 -1.32916
H 2.18775 -2.14512 -2.68627
H 1.75201 -3.86385 -2.80704
H 0.85949 -0.21850 -3.00015
H -0.83472 0.25317 -3.00673
H -0.28190 -1.03682 -4.07113
H -2.32230 0.38351 -1.36761
H -3.30399 -0.66711 -0.30605
H -3.42334 -0.81193 -2.06372
H -3.25145 -2.36410 0.88870
H -1.48330 -2.85468 2.11235
H -2.65507 -4.12044 0.99946
H 1.30833 -4.88342 -0.29844
H -0.32922 -5.58844 -0.30185
H 0.26129 -4.67399 1.10005
H -2.18717 2.45187 0.22818
O -0.49868 -2.72178 2.40204
H -0.48184 -1.80446 2.79316
C 2.44419 2.61740 1.82523
Si 1.05218 3.71622 1.20625
C 0.98181 5.25891 2.25971
C 1.31672 3.98210 -0.62341
C -0.75219 3.08602 1.39452
H 3.37989 3.19864 1.77148
H 2.55885 1.72154 1.19861
H 2.30487 2.29181 2.86444
H 1.84413 5.90529 2.05092
H 0.06093 5.82153 2.05517
H 0.99694 4.99662 3.32708
H 1.57809 3.02756 -1.10404
H 0.40114 4.36616 -1.09195
H 2.13550 4.69378 -0.79508
H -0.76347 2.17843 2.01993
H -1.34059 3.87244 1.89822
*
```

Charges per atom according to natural (NBO) partitioning, unit e: -0.12, -0.10, -0.06, -0.62, -0.14, -0.07, -0.90, -0.62, -0.63, -0.62, 0.54, -0.69, -0.63, -0.74, 0.22, 0.22, 0.17, 0.24, 0.21, 0.18, 0.21, 0.22, 0.17, 0.18, 0.47, 0.18, 0.20, 0.18, 0.24, 0.46, -1.05, 0.48, -1.13, 1.61, -1.12, -1.12, -0.50, 0.20, 0.30, 0.23, 0.21, 0.22, 0.23, 0.28, 0.24, 0.20, 0.24, 0.13

***

Density functional theory data (ωB97M-V/def2-TZVPD) for C32H35N5O7SSbSn as an isolated structure.

LUMO	0.087	Eh
strongest force on any atom	0.0100	Eh/bohr
frontier orbital gap	7.837	eV
HOMO level	-5.46	eV
calculated total energy	-2893.7869	Ha

ORCA input file:
```
! wB97M-V def2-TZVPD RIJCOSX def2/J DEFGRID3
* xyz -1 1
Sn -0.28981 -0.83365 0.56841
C -2.28370 0.52108 4.61743
C -2.60655 1.21596 3.32568
C -3.72849 0.88350 2.57640
C -3.94646 1.52866 1.37227
C -3.03003 2.47154 0.93521
C -1.93293 2.74234 1.74393
N -1.73867 2.14572 2.91924
Sb -0.39022 4.14880 1.24525
C -0.20993 3.59645 -0.82973
C 0.45512 4.45763 -1.69791
C 0.47031 4.15561 -3.04991
C -0.16565 3.00602 -3.48234
C -0.78360 2.17861 -2.54716
C -1.38508 0.86697 -2.94903
N -0.82103 2.49015 -1.25050
C 1.18101 3.02087 2.17792
C 1.37696 3.30344 3.52486
C 2.31642 2.56354 4.22519
C 3.02102 1.58484 3.55383
C 2.77175 1.37786 2.20068
C 3.49793 0.30263 1.44567
N 1.87014 2.09070 1.52439
H -2.60441 1.12704 5.46863
H -1.20635 0.37776 4.69527
H -2.78226 -0.44621 4.67538
H -4.38483 0.08606 2.89784
H -4.79494 1.25544 0.75673
H -3.13206 2.94872 -0.03014
H 0.93640 5.35086 -1.31881
H 0.96486 4.81083 -3.75773
H -0.17979 2.73668 -4.53163
H -1.72925 0.87458 -3.98401
H -2.21256 0.61052 -2.28699
H -0.61937 0.09253 -2.84773
H 0.77900 4.05898 4.01929
H 2.47456 2.72783 5.28422
H 3.72421 0.94854 4.07334
H 4.37416 0.71095 0.93404
H 2.83307 -0.12599 0.69758
H 3.81785 -0.48746 2.12513
O -4.58077 -1.48608 1.10877
C -3.42007 -1.46717 0.71510
O -2.38181 -1.14938 1.39696
C -3.15205 -1.89138 -0.72968
C -4.16981 -2.07822 -1.65116
C -3.82193 -2.45712 -2.94048
C -2.48612 -2.65310 -3.26172
C -1.53102 -2.47008 -2.27249
N -1.87874 -2.08872 -1.04746
C -0.03221 -2.68493 -2.52521
O 0.32472 -2.72536 -3.71148
O 0.67517 -2.73085 -1.48501
H -5.19259 -1.92271 -1.33888
H -4.58921 -2.59797 -3.69246
H -2.15531 -2.93966 -4.24981
N -0.34756 -3.16751 1.18304
C 0.37070 -3.64512 2.36860
C 0.00513 -2.81189 3.59664
C 0.79872 -1.50800 3.61270
O 1.48518 -1.22414 4.58737
O 0.71445 -0.79903 2.53757
H -1.34057 -3.35417 1.27808
H -0.01951 -3.58995 0.31581
H 1.44152 -3.56610 2.17116
H 0.14895 -4.70165 2.55010
H 0.22383 -3.35771 4.51245
H -1.06581 -2.58478 3.56894
O 1.56997 0.36612 -1.62107
S 2.98810 0.49187 -2.07657
C 2.96155 0.48203 -3.90220
C 3.02084 -0.97201 -4.34739
C 4.07289 -1.60878 -3.44391
C 3.69452 -1.19367 -2.02688
H 3.83479 1.05013 -4.23569
H 2.05733 1.01842 -4.18237
H 3.27288 -1.06026 -5.40635
H 2.05999 -1.46294 -4.17739
H 5.06831 -1.23416 -3.70526
H 4.08430 -2.69566 -3.53312
H 4.51829 -1.20791 -1.31312
H 2.86619 -1.79731 -1.64635
*
```

Charges per atom according to Mulliken partitioning, unit e: 1.53, -1.27, 0.61, -0.66, -0.05, -0.37, -0.28, -0.20, 0.53, -0.04, -0.71, -0.62, -0.76, 0.26, -0.40, 0.60, 0.05, -0.61, -0.64, -0.47, 0.46, -0.45, 0.10, 0.35, 0.14, 0.34, 0.36, 0.46, 0.45, 0.41, 0.39, 0.50, 0.45, 0.10, -0.26, 0.37, 0.36, 0.37, 0.43, -0.52, 0.36, -0.76, -0.15, -0.46, 0.39, -0.85, -0.48, -0.79, 0.20, 0.69, 0.08, -0.86, -0.64, 0.54, 0.42, 0.55, -0.40, -0.93, -0.48, 0.18, -0.73, -0.18, 0.23, 0.26, 0.38, 0.41, 0.32, 0.14, -0.31, 0.21, -0.52, -0.10, -0.91, -0.11, 0.43, 0.17, 0.41, -0.15, 0.34, 0.38, 0.53, -0.15

***

> The highest calculated total energy belongs to which entry?

C5H6N

***

> Which value of strongest force on any atom does entry 4 give?

0.0100 Eh/bohr

***

> Which value of calculated total energy does entry 3 give?

-1978.7966 Ha